No. 1
This record from OMol25 describes a molecular structure, C33H36N4NiO3PS2. The level of theory is ωB97M-V/def2-TZVPD.

Atoms and positions in Å:
1 Ni 0.29054 -0.77084 -1.65009
2 N 1.12176 -2.40852 -2.55558
3 C 2.53474 -2.32434 -2.97837
4 C 2.83034 -1.10915 -3.84688
5 C 2.83449 0.22511 -3.11505
6 N 1.47347 0.64141 -2.72137
7 H 1.03192 -3.17873 -1.88319
8 H 0.55344 -2.65639 -3.36124
9 H 2.82417 -3.23173 -3.51324
10 H 3.14545 -2.28667 -2.07287
11 H 2.12551 -1.06965 -4.68588
12 H 3.81674 -1.24795 -4.29380
13 H 3.31114 0.98490 -3.73890
14 H 3.43113 0.13902 -2.20367
15 H 0.94423 0.89309 -3.55216
16 H 1.51467 1.48830 -2.16140
17 S 2.90990 3.58206 3.49012
18 C 3.10985 4.57633 4.86715
19 C 1.92442 5.08854 5.29074
20 C 0.83044 4.66179 4.49046
21 C 1.20565 3.82907 3.47593
22 C 0.34270 3.18468 2.47953
23 C 0.68286 1.98537 1.93243
24 N -0.10375 1.29905 1.01498
25 C -1.15314 2.00769 0.39443
26 C -1.58764 3.20214 1.01364
27 C -2.74886 3.88146 0.51585
28 C -3.40010 3.44124 -0.57372
29 C -2.90919 2.31178 -1.29517
30 C -3.54730 1.91456 -2.46542
31 C -3.06422 0.85926 -3.21325
32 C -1.91230 0.24798 -2.71467
33 N -1.27856 0.57001 -1.59281
34 C -1.76059 1.60256 -0.83101
35 C -3.68931 0.40649 -4.45791
36 C -4.63803 1.04875 -5.20281
37 C -5.02917 0.31973 -6.35623
38 C -4.37184 -0.86405 -6.47124
39 S -3.28024 -1.10605 -5.17921
40 C -0.87636 3.76540 2.07706
41 H 4.09166 4.73918 5.28076
42 H 1.83047 5.74555 6.14264
43 H -0.19582 4.94493 4.67695
44 H 1.56717 1.46909 2.27623
45 H -3.08279 4.76340 1.04711
46 H -4.28292 3.94651 -0.94413
47 H -4.43273 2.45533 -2.77674
48 H -1.46635 -0.56297 -3.28253
49 H -5.04130 2.01887 -4.94997
50 H -5.76443 0.66398 -7.06803
51 H -4.47183 -1.61091 -7.24173
52 H -1.21491 4.69787 2.50604
53 C 0.18813 -0.70160 2.91926
54 P 0.07665 -0.50821 1.11758
55 C -1.71189 -0.87197 0.88940
56 C 1.84058 -0.44670 0.55261
57 H -0.15508 -1.69625 3.18412
58 H -0.46722 0.03445 3.38483
59 H 1.20023 -0.56651 3.29580
60 H -1.98096 -1.19497 -0.10852
61 H -2.30860 -0.01184 1.18434
62 H -1.88288 -1.70674 1.56678
63 H 2.39329 -1.07067 1.25963
64 H 2.23097 0.56642 0.55610
65 H 1.99752 -0.88513 -0.43479
66 O -0.85760 -3.93161 2.72106
67 C 0.47060 -4.04294 3.03003
68 C 0.91179 -4.41529 4.29144
69 C 2.27168 -4.48400 4.55327
70 C 3.19579 -4.19535 3.55951
71 C 2.74697 -3.84464 2.29604
72 C 1.38749 -3.74525 2.02659
73 C 0.93457 -3.39030 0.64414
74 O 1.21490 -4.10562 -0.29842
75 O 0.20813 -2.30455 0.49091
76 H -1.38846 -4.31066 3.43147
77 H 0.19091 -4.65174 5.06614
78 H 2.60758 -4.77418 5.53989
79 H 4.25560 -4.26171 3.76196
80 H 3.45408 -3.65694 1.49704

Max |F| = 0.312 eV Å⁻¹
Spin multiplicity = 3
Net charge = +1
<S²> = 2.051
Frontier orbital gap (alpha / beta) = 5.81 / 7.12 eV
Highest occupied orbital energy (alpha / beta) = -0.31025 / -0.37687 Ha
DFT total energy = -118906.25916 eV

natural (NBO) atomic charge list, values in e, 5 entries: 0.813 -0.934 -0.214 -0.424 -0.217

=====

No. 2
This record from OMol25 describes a molecular structure, C33H37BF3N9O2SV in a non-equilibrium geometry. The level of theory is ωB97M-V/def2-TZVPD.

Atoms and positions in Å:
1 V -0.19022 -0.15484 0.70431
2 C -2.93089 2.18471 -2.49839
3 C -2.07728 1.02600 -2.01560
4 O -1.83893 0.96685 -0.81217
5 C -1.61692 0.10044 -3.01994
6 C 0.17493 -1.29917 -1.63735
7 C 1.26938 -2.32557 -2.02923
8 N -0.56955 -1.64245 -0.43768
9 N -1.83092 -2.22295 -0.43775
10 C -2.46959 -1.74445 0.57285
11 O -1.98372 -0.77290 1.35264
12 C -3.82046 -2.26600 0.87916
13 C -4.41476 -3.28253 0.12808
14 C -5.69224 -3.73171 0.42730
15 C -6.40703 -3.18273 1.49088
16 C -5.81880 -2.17932 2.24475
17 C -4.53569 -1.72203 1.94157
18 H -2.37634 3.11086 -2.32064
19 H -3.84649 2.23435 -1.90337
20 H -3.17973 2.11857 -3.56017
21 H -2.32448 -0.00463 -3.83537
22 H 1.64215 -2.14521 -3.04439
23 H 0.88806 -3.34963 -1.96757
24 H 2.11059 -2.20505 -1.34686
25 H -3.84868 -3.70512 -0.69267
26 H -6.13527 -4.51989 -0.17237
27 H -7.40436 -3.53729 1.72583
28 H -6.35778 -1.74282 3.07883
29 H -4.05955 -0.93991 2.51929
30 C -1.12797 -2.27444 -3.64501
31 C -0.65237 -1.04156 -2.90710
32 C -0.02837 0.05095 -3.70895
33 C 1.00750 0.88849 -3.19932
34 C 1.48800 2.01751 -4.05612
35 N 1.25231 0.91005 -1.87386
36 N 0.78749 -0.10179 -1.04471
37 B 1.95985 2.01308 -1.06320
38 N 3.07843 1.42907 -0.15469
39 N 2.81300 0.96113 1.09113
40 C 3.95875 0.52539 1.57721
41 C 4.00086 -0.05052 2.96195
42 C 4.99643 0.68067 0.62625
43 C 4.38231 1.26931 -0.46256
44 C 4.95697 1.65724 -1.78741
45 N 0.90066 2.77683 -0.19836
46 N 0.04898 2.14654 0.66685
47 C -0.79844 3.06208 1.10589
48 C -1.93699 2.72375 2.01513
49 C -0.49701 4.31196 0.54009
50 C 0.58909 4.08308 -0.28091
51 C 1.33567 5.05410 -1.13864
52 H -1.64175 -1.97697 -4.56547
53 H -0.30596 -2.93769 -3.92291
54 H -1.82842 -2.82585 -3.01377
55 H -0.08306 -0.01918 -4.78996
56 H 1.26918 1.77675 -5.09937
57 H 0.98978 2.97700 -3.83009
58 H 2.56072 2.20246 -3.96741
59 H 2.47074 2.80838 -1.81364
60 H 3.16633 0.33716 3.54949
61 H 3.91996 -1.14184 2.95213
62 H 4.93599 0.20909 3.46691
63 H 6.03955 0.41175 0.72024
64 H 6.01661 1.39535 -1.81056
65 H 4.45665 1.13889 -2.60936
66 H 4.86223 2.72822 -1.98133
67 H -2.34850 1.73986 1.78490
68 H -1.63207 2.70946 3.06340
69 H -2.72307 3.47266 1.89105
70 H -1.00881 5.24974 0.70070
71 H 0.93932 6.05656 -0.96419
72 H 2.40347 5.06167 -0.91416
73 H 1.23428 4.82284 -2.20145
74 F -0.74885 -1.48707 5.96409
75 C 0.48342 -1.93394 5.72141
76 F 1.34149 -1.08440 6.31183
77 F 0.59386 -3.10122 6.42089
78 C 0.78540 -2.14087 4.25558
79 C 1.38292 -3.30753 3.86319
80 C 1.70445 -3.52418 2.52808
81 C 1.33566 -2.54831 1.62612
82 N 0.76866 -1.40214 1.98048
83 C 0.53909 -1.10548 3.29759
84 S 0.01445 0.47359 3.64108
85 H 1.59501 -4.07111 4.59914
86 H 2.16961 -4.43606 2.18370
87 H 1.47112 -2.68608 0.56407

Max |F| = 2.573 eV Å⁻¹
Spin multiplicity = 4
Net charge = -2
<S²> = 3.784
Frontier orbital gap (alpha / beta) = 3.96 / 5.25 eV
Highest occupied orbital energy (alpha / beta) = 0.01935 / -0.02914 Ha
DFT total energy = -97682.49354 eV

Mulliken atomic charge list, values in e, 5 entries: -0.600 -1.725 0.337 0.033 -1.002

=====

Question: Which of these has the lowest max |F|?
Answer: C33H36N4NiO3PS2

=====

Question: Look up the DFT total energy of the first one.
Answer: -118906.25916 eV